12
Properties=species:S:1:pos:R:3:nbo_charge:R:1 method="wB97M-V/def2-TZVPD" lumo_ev=3.657 homo_lumo_gap_ev=6.06 energy_ha=-951.99361 charge=-1 relative_energy_kj_mol=176.5 homo_ev=-2.40
C -1.54 3.83 -1.26 0.28
O -2.16 4.17 -2.24 -0.55
H -1.48 4.54 -0.41 0.09
H 1.69 -7.26 0.63 0.00
H -0.84 2.97 -1.27 0.17
C 0.30 -0.72 0.85 -0.77
S 0.38 0.33 -0.63 -0.05
S 1.67 1.84 0.02 -0.76
H -0.49 -1.47 0.97 0.20
H 0.15 -0.10 1.73 0.21
H 1.30 -1.16 0.94 0.20
H 1.01 -6.98 0.67 0.00